1.
Below is a single C18H20N2O3S molecule, with properties calculated with wB97M-V/def2-TZVPD.

Computed properties:
Kohn-Sham gap = 8.40 eV
energy relative to the best compared isomer or geometry (same formula, charge and spin) = 2.259 eV
energy = -38947.942 eV
HOMO level = -0.2843 Ha
M = 344.44 g/mol

XYZ file:
```
44
C18H20N2O3S, DFT wB97M-V/def2-TZVPD
H 4.585 0.911 -0.507
H -2.454 2.080 3.239
H 1.321 -2.576 2.970
H 5.968 0.206 -1.379
O -0.987 1.966 1.807
C 2.159 -0.464 -0.936
C 0.841 -1.641 2.730
C -2.240 -0.871 -1.281
C 0.120 -0.904 -2.138
C 4.942 0.035 -1.058
O -2.528 -0.407 2.168
C 0.834 -0.878 -3.335
H -4.121 0.807 2.139
H 2.669 -0.523 2.694
O 4.204 -0.171 -2.237
S -3.452 -1.991 -1.099
C -0.402 0.760 2.115
H -4.133 -0.080 -0.006
H -0.444 1.452 -0.615
C 1.597 -0.490 2.569
C -3.376 0.696 0.150
C 0.977 0.706 2.260
C -3.126 0.771 1.674
H -1.509 -1.982 -2.742
H -1.192 1.295 -2.213
H -2.756 2.916 1.692
N -1.257 -1.179 -2.177
C -1.396 1.417 -1.148
C 2.867 -0.413 -2.130
H -1.142 -2.478 2.696
C -1.167 -0.398 2.275
H 2.751 -0.610 -4.250
H 4.910 -0.843 -0.405
H 0.317 -1.051 -4.267
H 0.268 -0.794 -0.007
C 2.188 -0.634 -3.331
C -0.532 -1.597 2.582
H 2.647 -0.325 0.015
N -2.245 0.344 -0.675
H -3.784 1.659 -0.174
H -1.909 2.366 -0.998
C -2.351 2.010 2.146
H 1.539 1.618 2.130
C 0.798 -0.715 -0.943
```

=====

2.
Below is a single C18H20N2O3S molecule, with properties calculated with wB97M-V/def2-TZVPD.

Computed properties:
Kohn-Sham gap = 8.50 eV
energy relative to the best compared isomer or geometry (same formula, charge and spin) = 1.231 eV
energy = -38948.970 eV
HOMO level = -0.2973 Ha
M = 344.44 g/mol

XYZ file:
```
44
C18H20N2O3S, DFT wB97M-V/def2-TZVPD
H 3.482 -2.303 -1.028
H -4.116 -2.844 0.577
C -4.623 0.432 -0.074
N -2.038 0.092 1.497
H 1.220 -2.096 -0.129
O 6.540 0.647 0.215
H 6.769 0.109 2.200
H 8.246 0.039 1.219
H 7.548 1.629 1.660
C -4.492 -1.963 0.080
C 3.893 -0.206 -0.990
H -4.419 2.962 -1.116
N 0.026 0.268 0.561
C 1.817 -1.213 -0.274
O 6.552 -1.592 0.130
C -5.423 0.308 -1.200
C -5.752 -0.950 -1.680
C 1.306 0.038 0.055
H 5.596 0.557 -2.052
C -3.287 -0.574 1.803
C 3.097 -1.324 -0.785
C 7.325 0.598 1.398
H -5.794 1.180 -1.715
H -5.538 -3.064 -1.430
C 5.298 -0.344 -1.518
C 3.384 1.042 -0.653
S -0.913 -2.214 0.963
C -5.287 -2.086 -1.048
H -2.144 1.076 1.290
H -0.166 1.255 0.694
H 1.726 2.145 0.110
H -4.356 3.626 0.536
H 5.382 -1.219 -2.161
C 6.203 -0.534 -0.318
C -4.747 2.817 -0.081
C 2.109 1.164 -0.143
C -0.968 -0.565 0.982
H -6.374 -1.031 -2.560
H 3.992 1.924 -0.791
H -3.797 0.026 2.561
H -3.050 -1.558 2.211
H -5.841 2.831 -0.041
O -4.226 1.631 0.467
C -4.161 -0.718 0.582
```

=====

3.
Below is a single C18H20N2O4S molecule, with properties calculated with wB97M-V/def2-TZVPD.

Computed properties:
Kohn-Sham gap = 8.69 eV
energy relative to the best compared isomer or geometry (same formula, charge and spin) = 0.677 eV
energy = -40996.930 eV
HOMO level = -0.3058 Ha
M = 360.43 g/mol

XYZ file:
```
45
C18H20N2O4S, DFT wB97M-V/def2-TZVPD
O -1.404 2.347 -0.296
H 0.816 -2.514 2.299
H -2.982 3.430 -1.062
C 0.868 -1.596 0.379
H -2.015 0.507 1.637
H 3.687 -0.164 0.431
C -2.457 -0.189 0.953
H -3.378 -3.114 -0.229
C 1.097 -0.260 0.998
C 1.524 3.060 -0.176
H 1.115 2.128 1.746
O -4.307 1.403 -1.782
C 4.169 0.062 -0.516
S 3.120 1.181 -1.483
H 0.200 -5.121 -1.036
H -3.167 2.892 0.633
N -3.582 -1.073 -0.746
H 0.969 -0.979 -1.683
C -2.467 -1.577 1.092
H 1.516 4.066 0.249
H 1.063 3.099 -1.166
C -3.510 1.353 -0.864
H 4.279 -0.846 -1.101
H -4.127 -1.121 -1.593
H 3.594 3.388 -0.688
C 0.690 2.147 0.736
C 0.799 -1.796 -0.996
O 1.630 -0.118 2.084
C 2.965 2.582 -0.308
O -1.207 3.301 1.729
C 0.391 -4.136 -0.637
C 0.729 -2.683 1.236
N 0.654 0.787 0.263
H 5.140 0.522 -0.358
H 0.515 -3.215 -2.565
H 0.192 0.629 -0.618
C -2.801 2.609 -0.361
C -3.158 0.115 -0.210
C -0.740 2.684 0.813
C 0.562 -3.063 -1.497
C -3.165 -2.093 0.020
H 0.368 -4.784 1.404
H -2.018 -2.141 1.884
C 0.484 -3.946 0.732
H 3.351 2.240 0.651
```

=====

4.
Below is a molecular structure, C18H20N2O5, with properties calculated with wB97M-V/def2-TZVPD.

Computed properties:
Kohn-Sham gap = 8.42 eV
energy relative to the best compared isomer or geometry (same formula, charge and spin) = 11.678 eV
energy = -32197.976 eV
HOMO level = -0.3051 Ha
M = 344.37 g/mol

XYZ file:
```
45
C18H20N2O5, DFT wB97M-V/def2-TZVPD
H 2.078 0.061 -0.562
C 1.230 2.828 1.125
C -4.196 -1.027 -2.702
C 3.937 1.285 2.213
H -0.960 1.070 -4.225
O 5.584 -1.320 4.461
H 3.277 1.636 -0.402
O 2.272 3.427 1.541
C 3.452 0.321 1.208
H 3.721 -2.468 3.095
C -5.407 -1.207 -2.097
H -0.829 2.741 1.157
H 3.439 2.621 2.376
H 5.538 1.263 3.880
H 0.495 0.576 -3.395
N -0.313 1.223 -3.207
H -2.025 -1.936 -0.166
H -6.428 -1.212 -2.325
H 5.720 -0.447 5.391
H 2.479 -1.400 0.917
C 3.991 -1.574 2.689
C -2.993 -1.361 -2.071
H -6.863 -2.689 0.469
O -0.078 3.347 1.419
C 4.647 0.691 3.249
N 0.501 1.495 -0.800
C 2.598 0.851 0.119
H -1.525 -1.019 -3.762
C 3.249 -0.977 1.510
C 1.221 1.431 0.528
O -6.700 -1.582 -0.112
C -1.095 0.394 -2.227
C 4.707 -0.763 3.560
C -2.893 -1.675 -0.721
C -5.356 -1.438 -0.614
H 0.663 2.137 -1.507
C -4.152 -1.720 -0.045
H 0.585 0.465 1.012
H -4.186 -0.251 -3.648
C -0.305 0.410 -1.068
H -2.083 0.844 -2.070
C -1.604 -1.026 -2.667
O -0.501 -0.522 -0.248
H -0.783 -1.601 -2.413
H -4.108 -1.901 1.135
```

=====

Number 1: maximum force 0.81 eV Å⁻¹. Number 2: maximum force 0.90 eV Å⁻¹. Number 3: maximum force 0.66 eV Å⁻¹. Number 4: maximum force 6.08 eV Å⁻¹.